#i
Density functional theory data (the ωB97M-V functional and the def2-TZVPD basis) for a structure of composition C9H19N.

The geometry in ORCA input format:
```
! RIJCOSX wB97M-V def2-TZVPD def2/J DEFGRID3
* xyz 0 1
C -1.78046 -0.29291 0.10056
C 3.18535 -0.93478 -0.66778
C 2.93900 0.73557 1.01689
C -2.48374 0.83898 0.82400
C -1.78514 -1.54859 0.95061
C -2.37842 -0.56862 -1.26572
C -0.00213 1.78945 -0.99490
N 2.40744 0.18527 -0.20591
C -0.03741 0.47993 -0.33394
C 0.70188 -0.42671 0.12785
H 0.77391 -1.38805 0.59724
H 2.97808 -0.00853 1.83626
H 3.19971 -1.78082 0.04700
H 4.23206 -0.64269 -0.83388
H 2.79131 -1.28729 -1.62288
H 3.96921 1.09332 0.87444
H 2.32460 1.57934 1.33281
H -2.53566 1.74096 0.21597
H -3.51621 0.55941 1.06571
H -1.98514 1.07314 1.76505
H -1.31686 -2.38910 0.43822
H -2.81546 -1.85286 1.16896
H -1.29118 -1.38742 1.90925
H -3.40709 -0.93624 -1.17023
H -2.41878 0.33126 -1.87844
H -1.80645 -1.33005 -1.79644
H -0.32006 2.58907 -0.32406
H -0.64868 1.80074 -1.87222
H 1.02635 1.97820 -1.30441
*
```

Summary:
Kohn-Sham gap ... 0.3202 Eh

These are the natural (NBO) partial charges, in e, on atoms 1 to 8:
1 C 0.046
2 C -0.421
3 C -0.420
4 C -0.639
5 C -0.648
6 C -0.638
7 C -0.688
8 N -0.486

---

#ii
Density functional theory data (the ωB97M-V functional and the def2-TZVPD basis) for an isolated molecule of C9H19N.

The geometry in ORCA input format:
```
! RIJCOSX wB97M-V def2-TZVPD def2/J DEFGRID3
* xyz 0 1
C 1.03486 2.51087 -0.32950
C 0.80809 1.74829 0.72820
C 1.04684 2.29151 2.10937
C 0.35807 0.22535 0.70003
C 1.51320 -0.66786 1.15326
C -0.24958 -0.18013 -0.63167
C 0.77495 -0.56737 -1.69145
C -1.29787 -1.37542 -0.34744
C -1.85427 -1.98781 -1.63476
N -2.34718 -0.84861 0.50450
H 0.92446 2.18379 -1.34847
H 1.36954 3.53287 -0.22376
H 1.95203 1.86875 2.54546
H 0.21033 2.05117 2.76460
H 1.16019 3.37459 2.09233
H -0.43993 0.14734 1.44659
H 2.43549 -0.41304 0.63588
H 1.30510 -1.71438 0.94657
H 1.67276 -0.56639 2.22412
H -0.84875 0.65697 -1.00350
H 1.21513 -1.53855 -1.47920
H 0.31484 -0.60421 -2.67688
H 1.57007 0.17133 -1.74284
H -0.79885 -2.16880 0.21993
H -2.27850 -1.21125 -2.27089
H -2.63643 -2.71144 -1.40019
H -1.08096 -2.51701 -2.18400
H -2.87132 -0.12567 0.02181
H -2.96233 -1.56489 0.87189
*
```

Summary:
Kohn-Sham gap ... 0.3720 Eh
SMILES ... C=C(C)[C@H](C)[C@@H](C)[C@H](C)N

These are the natural (NBO) partial charges, in e, on atoms 1 to 8:
1 C -0.441
2 C 0.067
3 C -0.648
4 C -0.268
5 C -0.611
6 C -0.208
7 C -0.624
8 C -0.030

---

Top of the stability list: #ii, leading by 77.5 kcal/mol.

---

#i
Density functional theory data (the ωB97M-V functional and the def2-TZVPD basis) for a cluster of 2 separate species, C5H10O3 in total.

The geometry in ORCA input format:
```
! RIJCOSX wB97M-V def2-TZVPD def2/J DEFGRID3
* xyz 0 1
O -3.59591 1.13164 0.14275
C -2.89596 0.22647 -0.21756
C -1.39345 0.33045 -0.41698
C -0.77256 1.45076 0.40641
C 0.74362 1.32824 0.54929
C 1.42158 2.67351 0.72442
O 2.26035 2.89195 1.54715
H -3.28430 -0.77170 -0.42147
H -1.00163 -0.65885 -0.16939
H -1.19961 0.48322 -1.47452
H -0.96840 2.39874 -0.09523
H -1.33911 1.60015 1.33196
H 1.13836 0.66233 1.30639
H 1.10019 1.03560 -0.45459
H 1.13526 3.43077 -0.03438
O 2.92729 -6.39606 -1.07706
H 2.19636 -6.18229 -0.49604
H 3.52793 -5.63493 -1.15114
*
```

Summary:
Kohn-Sham gap ... 0.3844 Eh
SMILES ... O=CCCCC=O.O

These are the natural (NBO) partial charges, in e, on atoms 1 to 8:
1 O -0.513
2 C 0.454
3 C -0.509
4 C -0.404
5 C -0.505
6 C 0.454
7 O -0.511
8 H 0.103

---

#ii
Density functional theory data (the ωB97M-V functional and the def2-TZVPD basis) for a cluster of 3 separate species, C5H10O3 in total.

The geometry in ORCA input format:
```
! RIJCOSX wB97M-V def2-TZVPD def2/J DEFGRID3
* xyz 0 1
C 2.15184 -0.68134 1.15745
C 2.02879 -0.01060 0.17155
C 1.96350 0.73331 -1.07767
O 1.45744 -0.03846 -2.16447
H 2.16952 -1.20231 2.07475
H 2.96413 1.11823 -1.32137
H 1.28605 1.58450 -0.97257
H 1.85960 -0.91411 -2.14466
C -1.48315 0.43239 1.65320
C -2.13214 -0.74634 1.48571
H -2.02557 1.36089 1.73329
H -0.40599 0.50229 1.65045
H -1.56304 -1.66302 1.52484
H -3.13512 -0.87472 1.87076
O -1.26411 0.07267 -0.76000
O -1.31086 0.37520 -2.15793
H -2.19156 -0.31408 -0.32384
H -0.36934 0.26550 -2.39949
*
```

Summary:
Kohn-Sham gap ... 0.3629 Eh
SMILES ... C#CCO.C=C.OO

These are the natural (NBO) partial charges, in e, on atoms 1 to 8:
1 C -0.232
2 C -0.029
3 C -0.147
4 O -0.721
5 H 0.238
6 H 0.198
7 H 0.223
8 H 0.485

---

Top of the stability list: #i, leading by 137.9 kcal/mol.

---

#i
Density functional theory data (the ωB97M-V functional and the def2-TZVPD basis) for an isolated molecule of C6H8S.

The geometry in ORCA input format:
```
! RIJCOSX wB97M-V def2-TZVPD def2/J DEFGRID3
* xyz 0 1
C 1.70158 1.59141 -0.04421
S 2.39498 -0.05224 -0.07276
C 1.72021 -1.64992 0.28443
C 0.26170 -1.73600 -0.07369
C -0.75920 -0.67076 0.24279
C -0.84913 0.72301 -0.41782
C 0.22766 1.77691 0.17471
H 0.27752 -1.97883 -1.18612
H -0.12902 -2.77582 0.21278
H -1.72808 -1.15627 0.18218
H -0.61094 -0.59343 1.36847
H -1.73938 1.15200 -0.18734
H -0.73208 0.68554 -1.48457
H -0.04311 1.82009 1.24657
H 0.00731 2.86431 -0.24542
*
```

Summary:
Kohn-Sham gap ... 0.2509 Eh
SMILES ... C1#S#CCCCC1

These are the natural (NBO) partial charges, in e, on atoms 1 to 8:
1 C -0.054
2 S 0.228
3 C -0.021
4 C -0.599
5 C -0.419
6 C -0.383
7 C -0.595
8 H 0.273

---

#ii
Density functional theory data (the ωB97M-V functional and the def2-TZVPD basis) for an isolated molecule of C6H8S.

The geometry in ORCA input format:
```
! RIJCOSX wB97M-V def2-TZVPD def2/J DEFGRID3
* xyz 0 1
C 2.62115 0.01200 0.06518
C 1.13076 -0.13900 0.00352
C 0.40897 -1.27244 0.04769
S -1.36175 -1.09184 -0.08143
C -1.06562 0.61381 0.42660
C -0.79806 2.01489 0.00076
C 0.15467 0.95233 -0.38877
H 2.92898 0.67502 0.88235
H 3.04036 0.38022 -0.87547
H 3.10551 -0.98803 0.19912
H 0.79614 -2.28856 0.12107
H -0.80339 0.57036 1.47150
H -1.31700 2.52192 -0.84777
H -0.60831 2.68369 0.84358
H -0.06560 0.82533 -1.42152
*
```

Summary:
Kohn-Sham gap ... 0.3358 Eh
SMILES ... CC1=CS[C@@H]2C[C@@H]12

These are the natural (NBO) partial charges, in e, on atoms 1 to 8:
1 C -0.630
2 C -0.011
3 C -0.357
4 S 0.273
5 C -0.375
6 C -0.345
7 C -0.294
8 H 0.222

---

Top of the stability list: #ii, leading by 79.9 kcal/mol.

---

#i
Density functional theory data (the ωB97M-V functional and the def2-TZVPD basis) for a cluster of 3 separate species, C5H16NO2 in total.

The geometry in ORCA input format:
```
! RIJCOSX wB97M-V def2-TZVPD def2/J DEFGRID3
* xyz 1 1
C 1.60853 2.45765 2.42823
C 0.98333 2.37115 1.03707
C -0.41141 1.71484 1.08375
C -0.32203 0.25594 0.72654
C -0.51947 -0.11961 -0.50722
N -0.27403 -1.52532 -0.95043
H 1.82180 1.45476 2.81906
H 2.54910 3.00218 2.51237
H 0.91715 2.89969 3.15386
H 0.88184 3.35535 0.56199
H 1.68548 1.78604 0.44333
H -0.75902 1.74889 2.11854
H -1.24407 2.23062 0.60371
H 0.01655 -0.37014 1.54308
H -0.95135 0.50800 -1.27604
H 0.52850 -1.94303 -0.47729
H -1.08291 -2.08748 -0.61565
H -0.16127 -1.52985 -1.97540
H -2.63994 -3.68153 -0.32900
H -1.49211 -4.75968 -0.23367
O -1.68950 -3.81459 -0.27165
H 0.04589 -2.04087 -4.47279
H 0.37831 -0.53030 -4.14463
O 0.13063 -1.38270 -3.77775
*
```

Summary:
Kohn-Sham gap ... 0.4039 Eh

These are the natural (NBO) partial charges, in e, on atoms 1 to 8:
1 C -0.608
2 C -0.398
3 C -0.449
4 C -0.125
5 C -0.100
6 N -0.722
7 H 0.198
8 H 0.230

---

#ii
Density functional theory data (the ωB97M-V functional and the def2-TZVPD basis) for a cluster of 3 separate species, C5H16NO2 in total.

The geometry in ORCA input format:
```
! RIJCOSX wB97M-V def2-TZVPD def2/J DEFGRID3
* xyz 1 1
C -0.54642 1.38474 1.26521
C -0.61499 0.14481 2.14836
C -0.65801 -1.19222 1.37347
C 0.29180 -1.20056 0.22577
C 1.57028 -1.54045 0.22417
N -0.32017 -0.75674 -1.06066
H -0.34718 2.30066 1.84642
H 0.24316 1.46145 0.52261
H -1.51629 1.46248 0.78266
H 0.25869 0.03183 2.81186
H -1.50089 0.32140 2.76733
H -1.73083 -1.31810 1.07099
H -0.54204 -2.02989 2.07625
H 2.15275 -1.71451 -0.65841
H 2.09656 -1.97720 1.07563
H -1.20556 -0.32587 -0.79942
H 0.34823 -0.22630 -1.63266
H -0.52309 -1.57863 -1.63381
H 2.89239 0.85091 -0.91767
H 2.96289 0.88937 -2.39417
O 2.34766 0.64667 -1.68270
H -1.46827 1.31109 -3.11247
H -2.45730 1.83994 -2.09631
O -1.73335 1.21514 -2.20245
*
```

Summary:
Kohn-Sham gap ... 0.4098 Eh

These are the natural (NBO) partial charges, in e, on atoms 1 to 8:
1 C -0.634
2 C -0.387
3 C -0.480
4 C 0.146
5 C -0.372
6 N -0.713
7 H 0.246
8 H 0.203

---

#iii
Density functional theory data (the ωB97M-V functional and the def2-TZVPD basis) for a cluster of 3 separate species, C5H16NO2 in total.

The geometry in ORCA input format:
```
! RIJCOSX wB97M-V def2-TZVPD def2/J DEFGRID3
* xyz 1 1
C 0.35254 2.12705 1.31505
C -0.52419 2.65248 0.20594
C -0.46256 1.70570 -1.15374
C -0.24201 0.26761 -0.86157
C -1.19494 -0.53972 -1.31530
N -0.86675 -1.99274 -1.45144
H 1.33608 1.72215 1.01647
H 0.62186 3.13060 1.89184
H -0.02049 1.45056 2.12390
H -1.53577 2.57409 0.56197
H -0.27893 3.65719 -0.05541
H -1.31176 1.79600 -1.78238
H 0.30620 2.09664 -1.78399
H 0.71709 -0.16554 -0.55096
H -2.07804 -0.35666 -1.75919
H -0.04070 -2.22936 -2.19964
H -0.51100 -2.50169 -0.63369
H -1.78448 -2.50540 -1.81615
H 1.16088 -2.61435 0.78831
H -0.01060 -3.10059 1.59652
O 0.41607 -3.15299 0.70797
H 2.70735 -1.12152 1.37550
H 1.38936 -1.68886 2.19645
O 1.85479 -1.21066 1.58352
*
```

Summary:
Kohn-Sham gap ... 0.3727 Eh

These are the natural (NBO) partial charges, in e, on atoms 1 to 8:
1 C -0.644
2 C -0.379
3 C -0.444
4 C -0.101
5 C -0.086
6 N -0.747
7 H 0.204
8 H 0.232

---

#iv
Density functional theory data (the ωB97M-V functional and the def2-TZVPD basis) for a cluster of 3 separate species, C5H16NO2 in total.

The geometry in ORCA input format:
```
! RIJCOSX wB97M-V def2-TZVPD def2/J DEFGRID3
* xyz 1 1
C -1.12598 -1.76184 -0.74204
C 0.05258 -2.03339 0.17477
C 1.43653 -1.62560 -0.30298
C 2.02547 -0.58424 0.20194
C 3.28101 0.03198 -0.32875
N -1.18152 -0.18569 -0.89477
H -2.09434 -2.22952 -0.39048
H -0.89853 -2.12706 -1.72810
H 0.01066 -3.14040 0.43684
H -0.14890 -1.56275 1.22258
H 1.89022 -2.31607 -0.94485
H 1.66832 -0.09776 1.24581
H 3.61226 -0.32313 -1.28704
H 4.05415 -0.31666 0.23045
H 3.19906 1.07454 -0.24154
H -0.34743 0.28838 -1.23058
H -1.41688 0.52892 -0.09125
H -1.93364 -0.00666 -1.56532
H -0.90956 2.82660 1.98107
H -1.88621 2.22011 3.15616
O -1.60149 2.30057 2.15889
H -2.20529 2.62295 0.21513
H -1.49812 3.01417 -1.15938
O -1.75386 2.28477 -0.60934
*
```

Summary:
Kohn-Sham gap ... 0.3691 Eh

These are the natural (NBO) partial charges, in e, on atoms 1 to 8:
1 C -0.202
2 C -0.461
3 C -0.260
4 C -0.132
5 C -0.658
6 N -0.730
7 H 0.251
8 H 0.222

---

Top of the stability list: #i, leading by 5.4 kcal/mol.

---

#i
Density functional theory data (the ωB97M-V functional and the def2-TZVPD basis) for a cluster of 2 separate species, FH2O2P in total.

The geometry in ORCA input format:
```
! RIJCOSX wB97M-V def2-TZVPD def2/J DEFGRID3
* xyz 0 1
O 1.23378 -1.30905 -0.58771
O 0.26033 -0.70930 0.95299
F 0.79244 -0.22661 -1.29129
P -0.49767 0.48584 0.66746
H 0.05314 1.54895 -0.04769
H -1.84203 0.21018 0.30623
*
```

Summary:
Kohn-Sham gap (spin up / spin down) ... 0.3489 / 0.3044 Eh

Charges obtained by natural (NBO) population analysis, quoted in units of e:
1 O -0.011
2 O -0.870
3 F -0.182
4 P 1.138
5 H -0.024
6 H -0.050

---

#ii
Density functional theory data (the ωB97M-V functional and the def2-TZVPD basis) for an isolated molecule of FH2O2P.

The geometry in ORCA input format:
```
! RIJCOSX wB97M-V def2-TZVPD def2/J DEFGRID3
* xyz 0 1
F 0.50433 0.10942 -2.72166
O -0.95060 -0.08611 -2.43852
O -0.97266 -1.17474 -1.33821
P -0.15464 -0.81592 0.08398
H 1.01861 -0.19428 -0.52223
H -0.66325 0.47849 0.20085
*
```

Summary:
Kohn-Sham gap ... 0.3829 Eh
SMILES ... FOOP

Charges obtained by natural (NBO) population analysis, quoted in units of e:
1 F -0.169
2 O 0.103
3 O -0.511
4 P 0.666
5 H -0.027
6 H -0.062

---

Top of the stability list: #ii, leading by 16.7 kcal/mol.

---

#i
Density functional theory data (the ωB97M-V functional and the def2-TZVPD basis) for an isolated molecule of CH3F2PS.

The geometry in ORCA input format:
```
! RIJCOSX wB97M-V def2-TZVPD def2/J DEFGRID3
* xyz 0 1
F 1.59605 0.94524 -1.17885
C 0.50494 0.61390 -0.34935
F 0.82181 1.12923 0.89234
P 0.31505 -1.26606 -0.25621
S -0.94641 1.28306 -1.24721
H 0.93927 -1.26042 -1.46821
H 1.44527 -1.35153 0.32439
H -1.35448 2.16373 -0.35191
*
```

Summary:
Kohn-Sham gap ... 0.3917 Eh
SMILES ... FC(F)(P)S

Charges obtained by natural (NBO) population analysis, quoted in units of e:
1 F -0.370
2 C 0.339
3 F -0.343
4 P 0.319
5 S -0.042
6 H -0.005
7 H -0.045
8 H 0.147

---

#ii
Density functional theory data (the ωB97M-V functional and the def2-TZVPD basis) for a structure of composition CH3F2PS.

The geometry in ORCA input format:
```
! RIJCOSX wB97M-V def2-TZVPD def2/J DEFGRID3
* xyz 0 1
C -0.66341 0.01701 0.35308
F -0.61168 0.96747 -1.55437
F -1.67798 0.55704 1.04707
P 0.78422 1.10868 0.14559
S -1.00090 -1.55736 -0.07978
H 1.45719 0.63697 1.35638
H 1.63180 0.07367 -0.43426
H 0.08076 -1.80349 -0.83372
*
```

Summary:
Kohn-Sham gap ... 0.3171 Eh

Charges obtained by natural (NBO) population analysis, quoted in units of e:
1 C 0.197
2 F -0.692
3 F -0.301
4 P 0.498
5 S 0.245
6 H -0.096
7 H -0.022
8 H 0.171

---

Top of the stability list: #i, leading by 37.5 kcal/mol.